[1]
# C36H55NO12PS

4 unconnected molecules or ions with the total composition C36H55NO12PS (the ωB97M-V functional and the def2-TZVPD basis, OMol25).

The geometry in XYZ format:
```
106
Properties=species:S:1:pos:R:3
C 3.39 5.58 1.26
C 4.50 5.01 1.98
C 6.02 5.45 1.75
O 6.24 6.69 1.80
O 7.09 4.56 1.48
C 7.57 4.73 0.09
C 6.34 4.33 -0.86
C 6.74 3.96 -2.37
C 6.16 2.51 -2.85
C 5.18 2.60 -4.11
C 3.66 2.98 -3.76
N 3.01 2.11 -2.75
C 3.18 2.47 -1.35
C 2.61 1.68 -0.16
C 1.74 0.43 -0.45
C 1.18 -0.36 0.81
O -0.02 -0.65 1.03
O 2.16 -0.74 1.80
C 2.51 -2.15 1.62
C 3.09 -2.69 3.02
C 3.54 -2.37 0.40
C 3.11 -3.53 -0.62
C 1.51 0.06 -1.94
C 0.59 -1.19 -2.33
C -0.88 -0.64 -2.77
C -1.50 0.44 -1.77
C -2.97 0.97 -2.23
O -3.07 2.36 -1.74
C -3.69 2.35 -0.44
O -4.85 2.82 -0.38
C 2.19 0.94 -3.06
P 1.94 0.44 -4.87
S 3.45 -0.68 -5.48
H 3.32 5.62 0.12
H 2.50 5.96 1.87
H 4.19 4.24 2.78
H 7.91 5.82 0.00
H 8.41 3.97 -0.03
H 5.88 3.38 -0.40
H 5.50 5.10 -0.91
H 6.21 4.72 -3.06
H 7.87 4.04 -2.49
H 5.76 1.89 -1.97
H 7.10 1.93 -3.22
H 5.58 3.47 -4.77
H 5.30 1.66 -4.74
H 3.09 3.01 -4.77
H 3.62 4.06 -3.36
H 3.79 3.41 -1.13
H 2.84 2.04 0.90
H 1.53 -2.70 1.37
H 3.04 -3.84 3.10
H 2.50 -2.18 3.87
H 4.18 -2.32 3.10
H 3.75 -1.42 -0.20
H 4.55 -2.67 0.88
H 3.83 -3.46 -1.52
H 2.06 -3.35 -1.05
H 3.21 -4.54 -0.11
H 0.48 -1.96 -1.50
H 1.03 -1.73 -3.24
H -0.92 -0.28 -3.86
H -1.57 -1.57 -2.72
H -1.69 -0.11 -0.77
H -0.86 1.38 -1.63
H -3.15 0.88 -3.35
H -3.75 0.38 -1.61
H -3.12 1.95 0.49
H 0.74 -0.30 -5.11
H 1.92 1.57 -5.77
O -3.02 -4.06 0.34
C -3.36 -3.09 0.97
O -3.83 -1.95 0.41
C -4.04 -0.96 1.43
C -4.20 -1.75 2.71
C -3.31 -2.95 2.47
H -3.18 -0.30 1.45
H -4.93 -0.38 1.20
H -3.94 -1.18 3.60
H -5.24 -2.08 2.81
H -2.27 -2.75 2.77
H -3.69 -3.84 2.97
O -5.52 0.75 4.64
C -6.11 1.33 3.76
O -5.68 1.39 2.47
C -6.56 2.25 1.72
C -7.85 2.27 2.50
C -7.38 2.12 3.93
H -6.10 3.24 1.65
H -6.69 1.85 0.72
H -8.45 3.17 2.33
H -8.47 1.41 2.23
H -7.14 3.09 4.38
H -8.10 1.58 4.54
O -7.10 -7.91 2.70
C -6.09 -7.53 2.15
O -5.31 -6.52 2.60
C -4.27 -6.26 1.65
C -4.14 -7.54 0.85
C -5.55 -8.07 0.85
H -4.56 -5.42 1.03
H -3.35 -6.01 2.17
H -3.72 -7.38 -0.15
H -3.48 -8.24 1.38
H -6.14 -7.67 0.03
H -5.57 -9.16 0.84
```

Calculated values
Electronic energy = -84391.2086 eV
Total charge = +1
Molecular weight = 756.9 u
2S+1 = 1
Gap between HOMO and LUMO = 0.2122 hartree

***

[2]
# C3H2ClF

A single C3H2ClF molecule (the ωB97M-V functional and the def2-TZVPD basis, OMol25).

The geometry in XYZ format:
```
7
Properties=species:S:1:pos:R:3
C -1.64 -0.60 -0.27
C -0.54 -0.23 -0.14
C 0.70 0.38 0.16
F 0.88 1.64 -0.32
Cl 2.31 -0.58 -0.23
H -2.63 -0.93 -0.33
H 0.92 0.31 1.12
```

Calculated values
SMILES string = C#C[C@H](F)Cl
Electronic energy = -18380.4148 eV
Molecular weight = 92.5 u
2S+1 = 1
Gap between HOMO and LUMO = 0.4220 hartree

***

[3]
# C3H6LiO2

A molecular structure, C3H6LiO2 (the ωB97M-V functional and the def2-TZVPD basis, OMol25).

The geometry in XYZ format:
```
12
Properties=species:S:1:pos:R:3
O -1.84 0.91 0.29
C -0.70 0.97 1.07
C 0.52 0.34 0.39
O 0.27 -1.00 0.02
C 0.39 -1.22 -1.44
Li -1.50 -0.46 -0.88
H -0.84 0.44 2.05
H -0.41 2.01 1.34
H 1.41 0.39 1.05
H 0.46 -2.33 -1.53
H 1.40 -0.89 -1.75
H 0.82 0.84 -0.60
```

Calculated values
Electronic energy = -7507.3857 eV
Total charge = -1
Molecular weight = 81.0 u
2S+1 = 1
Gap between HOMO and LUMO = 0.2012 hartree

***

[4]
# C10H22F5O3P2

A gas-phase ion, C10H22F5O3P2 (charge -1) (the ωB97M-V functional and the def2-TZVPD basis, OMol25).

The geometry in XYZ format:
```
42
Properties=species:S:1:pos:R:3
C 3.54 0.97 -0.83
C 2.44 2.02 -0.75
O 2.28 2.34 0.64
C 1.15 1.61 -1.47
O 0.71 0.29 -1.40
P -0.10 -0.45 -0.04
C -1.53 0.87 -0.04
C -1.38 1.93 1.05
C -2.61 2.76 1.30
F -3.36 2.34 2.33
F -3.46 2.84 0.26
F -2.29 4.05 1.60
P -1.10 -1.32 1.87
O -2.40 -0.71 2.33
C -1.13 -1.46 -1.34
C -2.17 -2.46 -0.85
F -0.29 -2.15 -2.25
C 1.32 -1.80 0.15
C 1.02 -3.29 0.16
F 2.36 -1.68 -0.82
H 3.45 0.40 -1.76
H 4.53 1.45 -0.79
H 3.45 0.27 0.00
H 2.77 2.94 -1.27
H 1.76 3.15 0.71
H 1.35 1.81 -2.53
H 0.36 2.34 -1.18
H 0.63 0.36 0.91
H -2.51 0.39 0.04
H -1.50 1.35 -1.03
H -0.59 2.64 0.80
H -1.12 1.47 2.01
H -0.08 -1.17 2.85
H -1.19 -2.74 1.93
H -1.66 -0.68 -1.92
H -1.74 -3.25 -0.23
H -2.94 -1.93 -0.28
H -2.64 -2.93 -1.72
H 1.81 -1.53 1.11
H 1.90 -3.86 0.50
H 0.19 -3.57 0.81
H 0.78 -3.62 -0.86
```

Calculated values
Electronic energy = -49034.8023 eV
Total charge = -1
Molecular weight = 347.2 u
2S+1 = 1
Gap between HOMO and LUMO = 0.2866 hartree

***

[5]
# C4H9NO2

2 unconnected molecules or ions with the total composition C4H9NO2 (the ωB97M-V functional and the def2-TZVPD basis, OMol25).

The geometry in XYZ format:
```
16
Properties=species:S:1:pos:R:3
C 2.01 0.14 0.00
C -0.43 2.04 0.25
C -1.35 -1.50 -0.41
C -0.77 0.71 -0.49
N 1.93 -0.88 0.85
O -0.78 0.66 -1.70
O -1.25 -0.27 0.32
H 2.09 -0.34 -0.98
H -1.34 2.05 0.98
H 0.54 2.14 0.76
H -0.41 2.86 -0.46
H -0.31 -1.76 -0.42
H -1.72 -1.41 -1.47
H -1.71 -2.12 0.36
H 1.93 -1.87 0.66
H 1.56 -0.44 1.76
```

Calculated values
Electronic energy = -9875.5859 eV
Molecular weight = 103.1 u
2S+1 = 1
Gap between HOMO and LUMO = 0.3434 hartree

***

[6]
# C11H18O

2 unconnected molecules or ions with the total composition C11H18O (the ωB97M-V functional and the def2-TZVPD basis, OMol25).

The geometry in XYZ format:
```
30
Properties=species:S:1:pos:R:3
C 1.88 -3.20 -1.23
C 1.67 -1.72 -1.45
C 0.39 -1.17 -1.46
C 0.19 0.18 -1.69
C 1.28 1.01 -1.91
O 1.14 2.35 -2.14
C 2.56 0.49 -1.90
C 2.75 -0.87 -1.68
H 2.92 -3.42 -1.44
H 1.25 -3.73 -1.94
H 1.61 -3.60 -0.25
H -0.48 -1.78 -1.27
H -0.80 0.62 -1.70
H 0.22 2.61 -2.06
H 3.41 1.15 -2.06
H 3.76 -1.26 -1.69
C -2.52 -0.26 1.47
C -1.40 0.75 1.64
C -1.80 2.12 1.10
C -0.95 0.85 3.09
H -2.74 -0.35 0.40
H -3.43 0.04 2.00
H -2.22 -1.25 1.82
H -0.54 0.41 1.04
H -2.53 2.61 1.75
H -0.95 2.80 1.05
H -2.21 2.03 0.09
H -1.73 1.31 3.70
H -0.71 -0.15 3.49
H -0.03 1.42 3.23
```

Calculated values
SMILES string = Cc1ccc(O)cc1.CC(C)C
Electronic energy = -13746.6641 eV
Molecular weight = 166.3 u
2S+1 = 1
Gap between HOMO and LUMO = 0.3393 hartree